# 1
Entry from OMol25: a structure of composition C57H41N6OSV (ωB97M-V/def2-TZVPD).

Structure (XYZ):
```
107
Properties=species:S:1:pos:R:3:forces:R:3:mulliken_charge:R:1
V 0.10819 0.08877 0.42513 -0.62 -0.23 -0.27 -2.24
C 6.83951 -1.50252 3.94687 0.01 0.01 0.00 -0.38
C 5.68200 -2.12181 4.39618 -0.01 0.00 0.00 -0.93
C 4.46246 -1.83256 3.80139 0.01 -0.01 0.01 0.10
C 4.38952 -0.91645 2.75524 0.03 0.03 0.00 -0.67
C 5.55558 -0.30032 2.30800 -0.01 -0.01 0.01 -0.15
C 6.77524 -0.59240 2.90151 0.00 0.00 0.00 -0.85
C 3.09286 -0.61375 2.09069 -0.07 0.01 -0.03 1.14
C 2.07648 0.05305 2.76627 0.15 -0.01 0.03 0.95
C 2.08916 0.34423 4.18518 -0.08 0.00 0.01 -1.86
C 0.86083 0.78021 4.51605 0.05 0.01 0.01 -1.42
C 0.09867 0.92301 3.28993 0.03 0.00 0.03 0.79
C -1.06106 1.64254 3.10559 -0.02 -0.02 -0.07 0.48
C -2.15082 1.72948 4.09556 -0.03 0.00 0.03 0.77
C -3.33125 2.42436 3.79657 0.06 0.01 0.03 -0.51
C -4.38354 2.47820 4.69505 -0.01 0.00 0.00 -1.02
C -4.30244 1.81866 5.91062 0.00 0.00 -0.01 -0.40
C -3.17452 1.06174 6.19381 0.00 0.00 0.01 -1.09
C -2.12640 1.00131 5.29419 -0.02 0.00 0.00 -0.47
C -1.08994 2.43432 1.88858 -0.08 0.06 0.01 0.24
N -0.50740 2.02904 0.75714 0.01 -0.30 0.02 1.27
C -0.55075 3.08594 -0.14061 0.11 0.03 0.04 -0.32
C -0.14127 3.03766 -1.46403 0.03 0.06 0.01 1.52
C -0.39926 4.23143 -2.31026 0.00 -0.02 0.00 -0.29
C 0.65587 4.93506 -2.88392 0.00 -0.02 0.00 -0.04
C 0.39881 6.03576 -3.68728 0.00 0.01 0.00 -0.87
C -0.90984 6.42496 -3.93744 0.00 -0.01 0.00 -0.41
C -1.96415 5.71640 -3.37794 -0.01 0.01 0.00 -0.99
C -1.71135 4.62690 -2.55839 -0.01 0.01 -0.01 -0.13
C 0.38979 1.90828 -2.09894 0.00 0.01 -0.03 0.06
C 0.45985 1.72253 -3.49573 0.02 0.01 0.01 -0.67
C 0.69217 0.37989 -3.72473 -0.02 0.00 0.02 -1.72
C 0.78860 -0.21891 -2.46464 0.00 0.08 -0.04 0.81
N 0.66231 0.70138 -1.47280 0.01 0.00 0.15 0.35
C 0.79626 -1.58972 -2.03248 0.07 -0.08 -0.04 -1.21
C 1.54370 -2.04277 -0.80611 -0.08 0.07 0.03 0.95
C 2.90148 -2.66652 -0.85983 0.06 0.02 0.06 -0.98
C 3.64095 -2.16557 0.13120 -0.05 -0.02 -0.08 -1.29
C 2.82146 -1.17449 0.84377 0.01 -0.02 0.05 0.13
N 1.66357 -1.03003 0.20618 0.15 -0.11 -0.01 0.85
C -0.15658 -2.58472 -1.96143 -0.09 -0.07 -0.05 0.06
C -1.34392 -2.83522 -2.64375 0.09 0.04 0.03 -0.38
C -2.42271 -3.68422 -2.27488 -0.05 -0.10 0.05 -0.17
C -2.67610 -4.48266 -1.20100 -0.01 0.03 -0.06 -0.90
C -1.88151 -4.80675 0.04755 0.07 -0.04 0.01 -0.16
C 0.35726 -3.07650 -0.61516 0.10 -0.01 0.05 -0.05
C -1.10876 4.21028 0.52708 -0.15 -0.03 -0.05 -1.48
C -1.48142 3.80190 1.77508 0.08 -0.02 0.06 -1.33
N 0.88661 0.46110 2.23405 -0.06 0.03 -0.02 0.44
H 7.79002 -1.72915 4.41103 0.00 0.00 0.00 0.41
H 5.72883 -2.83552 5.20811 0.00 0.00 0.00 0.39
H 3.56045 -2.32585 4.14470 0.00 0.00 -0.01 0.50
H 5.50282 0.41616 1.49687 0.00 0.00 0.00 0.47
H 7.67470 -0.10456 2.55007 0.00 0.00 0.00 0.41
H 2.94408 0.22352 4.82889 0.00 0.00 0.00 0.68
H 0.54914 1.12331 5.48631 -0.03 0.02 0.01 0.76
H -3.45324 2.90204 2.83866 0.03 0.04 -0.05 0.57
H -5.27726 3.02831 4.43255 0.00 0.00 0.00 0.41
H -5.12299 1.86136 6.61405 0.00 0.00 0.00 0.40
H -3.11851 0.49454 7.11344 0.00 0.00 0.00 0.43
H -1.30719 0.34018 5.52195 0.04 -0.02 -0.01 0.53
H 1.67494 4.62352 -2.69020 0.00 0.00 0.00 0.48
H 1.22147 6.58931 -4.12020 0.00 0.00 0.00 0.41
H -1.10823 7.27933 -4.57078 0.00 0.00 0.00 0.41
H -2.98584 6.00937 -3.58016 0.00 0.00 0.00 0.43
H -2.52971 4.06545 -2.12258 0.01 0.01 -0.02 0.56
H 0.32662 2.49896 -4.23075 0.00 0.01 0.00 0.66
H 0.79120 -0.12451 -4.67169 -0.01 -0.01 0.00 0.58
H 3.17590 -3.43711 -1.56426 -0.01 0.00 -0.01 0.66
H 4.64539 -2.43558 0.41508 0.00 0.00 0.01 0.61
H -1.48315 -2.26945 -3.55828 -0.01 0.00 0.00 0.35
H -3.22543 -3.67931 -3.00500 0.00 0.00 0.00 0.41
H -3.61895 -5.01622 -1.25443 0.00 0.01 0.00 0.43
H -2.57045 -5.32724 0.70914 -0.02 0.00 0.01 0.77
H 0.67021 -4.10693 -0.50205 0.02 0.11 0.01 0.98
H -1.19883 5.19896 0.10778 0.00 -0.02 0.00 0.69
H -1.90128 4.40785 2.55803 -0.01 0.00 0.04 0.82
C -8.42046 2.81174 -6.22641 0.04 0.01 -0.09 -1.06
C -7.22181 2.37579 -5.42799 -0.04 0.01 0.15 0.71
O -6.39562 3.12446 -4.98822 0.00 0.06 -0.04 -0.52
S -7.17584 0.60159 -5.16603 -0.01 -0.06 0.05 -0.24
C -5.80762 0.48116 -4.04790 0.01 0.02 -0.08 0.18
C -6.01828 0.01246 -2.75766 0.00 -0.01 0.02 -0.68
C -4.95866 -0.08096 -1.86954 -0.02 0.00 -0.01 -0.65
C -3.67924 0.31206 -2.26103 0.03 0.08 -0.11 -0.56
C -3.47603 0.78047 -3.56471 -0.04 -0.01 0.04 -0.04
C -4.53150 0.85660 -4.45358 0.03 -0.01 -0.01 -0.76
C -2.57044 0.26268 -1.35695 -0.01 -0.12 0.12 1.02
C -1.60970 0.20301 -0.62248 0.10 0.10 0.02 0.44
H -8.07616 3.41100 -7.06848 -0.02 0.01 -0.01 0.29
H -9.03961 3.44540 -5.59126 0.00 -0.01 0.01 0.29
H -9.01015 1.97090 -6.58509 0.00 0.00 0.00 0.38
H -7.01620 -0.26695 -2.44632 0.00 0.00 0.00 0.46
H -5.12198 -0.43852 -0.86162 0.01 -0.01 0.00 0.53
H -2.48140 1.08682 -3.86369 0.00 0.00 0.00 0.42
H -4.37437 1.22527 -5.45814 0.01 -0.01 0.01 0.45
C -0.77199 -5.83218 -0.22411 -0.03 -0.07 -0.03 -1.63
N -1.52341 -3.61376 0.85438 -0.16 0.12 -0.13 0.23
C -2.55852 -3.17188 1.79741 0.05 0.01 0.01 -1.05
C -0.64434 -2.67254 0.44470 0.03 -0.09 -0.01 -0.29
N -0.68604 -1.46114 0.88013 0.36 0.51 0.11 0.09
H -0.08996 -5.90002 0.62467 0.00 -0.01 0.00 0.35
H -0.21241 -5.63170 -1.13515 -0.04 -0.03 0.01 0.39
H -1.24196 -6.80671 -0.35611 0.00 -0.01 0.00 0.51
H -2.25657 -3.39449 2.82152 0.00 0.02 0.01 0.25
H -3.49416 -3.68256 1.58538 0.01 -0.03 -0.02 0.46
H -2.71777 -2.09990 1.70131 0.00 0.01 0.00 0.26
```
Positions in Å, forces in eV/Å.

For the LUMO energy (alpha / beta), the calculation gives -4.0 / -4.1 eV. For the total energy, the calculation gives -3942.3069 Eh. As for the multiplicity: 2. The calculation puts the HOMO-LUMO gap (alpha / beta) at 0.1936 / 0.2016 Ha. As for the charge: +1.



# 2
Entry from OMol25: a structure of composition C22H32CoGeN3O5Se (ωB97M-V/def2-TZVPD).

Structure (XYZ):
```
65
Properties=species:S:1:pos:R:3:forces:R:3:mulliken_charge:R:1
Co 0.77554 -0.39209 0.90753 0.05 0.17 0.03 0.56
O -2.80854 0.06802 3.03751 -0.04 -0.05 -0.05 -0.39
C -1.60671 0.02740 2.53217 -0.02 -0.02 -0.04 0.32
O -1.36246 -0.03896 1.32719 -0.02 -0.02 0.08 -0.59
C -0.49046 0.12068 3.51916 -0.06 -0.04 -0.01 0.24
C -0.52976 0.24574 4.89123 -0.02 0.06 0.07 -0.51
C 0.69602 0.41169 5.54724 -0.03 -0.01 0.00 -0.45
C 1.88060 0.50549 4.82762 0.05 0.02 0.06 -0.69
C 1.81539 0.37255 3.44639 0.03 0.03 -0.13 0.39
N 0.65787 0.14508 2.86137 0.00 -0.19 0.01 0.70
C 2.92480 0.59288 2.41523 -0.24 0.04 -0.05 0.20
O 4.02080 0.93346 2.75989 0.10 0.04 -0.06 -0.58
O 2.48122 0.48427 1.17146 0.14 -0.16 0.03 -0.69
H -3.48298 0.02305 2.33668 0.03 -0.01 0.04 0.42
H -1.46776 0.23132 5.42893 0.03 -0.01 0.02 0.59
H 0.71445 0.49554 6.62607 0.00 0.02 -0.02 0.48
H 2.83287 0.68527 5.30839 -0.01 0.00 0.00 0.59
C -1.67865 4.84800 -1.30232 0.01 -0.01 0.00 -1.06
Ge 0.09582 5.62074 -1.17488 -0.03 -0.02 -0.07 0.44
C 0.11197 7.52727 -0.85680 0.00 0.00 0.01 -1.08
C 1.27290 5.05137 -2.61021 0.03 0.01 0.02 -1.12
C 0.83470 4.82813 0.61658 0.14 0.03 0.15 -1.05
Se 1.44898 3.08379 0.38006 -0.10 0.18 -0.06 0.29
C 3.30072 3.41900 -0.01784 0.11 -0.08 0.02 -0.98
H -2.12100 5.14030 -2.25566 -0.02 -0.02 0.02 0.39
H -2.31641 5.22085 -0.50111 -0.01 -0.03 -0.01 0.37
H -1.64614 3.75840 -1.26254 -0.02 0.02 -0.02 0.35
H -0.26606 8.00821 -1.76113 0.01 0.05 0.04 0.39
H 1.11961 7.89378 -0.66608 -0.01 0.00 -0.01 0.38
H -0.53589 7.79557 -0.02372 0.01 0.01 -0.01 0.38
H 0.83606 5.38698 -3.55209 0.03 -0.01 0.00 0.39
H 1.37127 3.96596 -2.65620 0.00 0.02 -0.03 0.38
H 2.26167 5.50289 -2.52630 -0.01 -0.02 -0.02 0.35
H -0.01903 4.83155 1.29365 -0.01 0.00 -0.05 0.45
H 1.63133 5.48393 0.96674 -0.01 0.00 -0.03 0.51
H 3.35415 4.28579 -0.67175 0.00 0.00 0.00 0.37
H 3.70734 2.53018 -0.49167 -0.03 -0.01 0.03 0.35
H 3.81593 3.60310 0.92431 -0.01 0.00 0.00 0.39
C -2.25468 -2.44228 -2.89582 0.01 -0.01 0.02 -1.06
C -2.43019 -3.63015 -1.95754 0.02 -0.02 -0.04 -0.81
N -1.52416 -4.73538 -2.24575 -0.02 0.10 -0.14 0.14
C -1.75993 -5.50845 -3.47797 0.06 0.04 -0.01 -0.78
C -0.71849 -5.24060 -4.55442 -0.01 0.02 0.05 -1.05
C -0.54485 -5.17668 -1.43359 0.03 -0.07 0.03 0.47
O 0.09999 -6.19099 -1.63129 -0.03 0.03 -0.01 -0.59
C -0.17685 -4.38920 -0.19409 0.01 -0.11 0.00 -0.07
C 0.02545 -5.09829 0.98449 0.01 -0.02 0.06 -0.32
C 0.52358 -4.44436 2.09987 0.00 -0.09 -0.01 -1.01
C 0.81730 -3.10139 2.00585 0.05 0.02 -0.09 -0.12
N 0.63374 -2.40592 0.87046 -0.12 -0.06 0.08 -0.25
C 0.14894 -3.05083 -0.20913 0.14 0.18 0.03 0.47
H -2.90431 -1.62142 -2.58668 0.00 -0.02 -0.03 0.38
H -2.52024 -2.70866 -3.91885 0.03 0.01 0.01 0.37
H -1.22007 -2.08936 -2.90675 -0.04 0.00 -0.01 0.27
H -3.45166 -4.00558 -2.04482 -0.03 -0.02 0.05 0.34
H -2.30089 -3.32517 -0.92001 -0.01 -0.03 0.00 0.53
H -2.75791 -5.24909 -3.83011 -0.02 -0.01 0.02 0.41
H -1.75372 -6.56473 -3.21800 -0.04 -0.04 0.03 0.41
H -0.70428 -4.18774 -4.84142 0.01 -0.02 -0.01 0.27
H -0.94573 -5.83278 -5.44079 0.01 0.01 0.01 0.38
H 0.27113 -5.52755 -4.20137 0.00 0.01 -0.02 0.32
H -0.18666 -6.15975 1.00364 0.03 0.01 -0.01 0.54
H 0.70632 -4.97279 3.02505 -0.02 0.01 -0.01 0.46
H 1.23976 -2.56521 2.84611 -0.05 0.04 -0.01 0.46
H 0.05833 -2.47287 -1.12217 -0.06 0.01 0.05 0.38
```
Positions in Å, forces in eV/Å.

For the LUMO energy (alpha / beta), the calculation gives -6.4 / -8.7 eV. For the total energy, the calculation gives -7258.6067 Eh. The value obtained for the energy above the lowest of the compared OMol25 structures with the same formula, charge and spin is 0.000 eV. As for the multiplicity: 5. The calculation puts the HOMO-LUMO gap (alpha / beta) at 0.2678 / 0.1835 Ha. As for the charge: +2.